No. 1
Computed, not measured: C5H14N2O in the gas phase, with wB97M-V/def2-TZVPD.

CARTESIAN COORDINATES (ANGSTROEM)
C 1.9111 0.2047 0.5193
C 0.4223 0.5992 0.2774
C 0.0545 1.7523 1.2526
O 1.1971 2.4760 1.6347
N -0.3964 -0.6581 0.6201
C -0.2876 -1.5833 -0.5655
C -1.3623 -1.6053 -1.7325
N -2.0574 -0.2771 -1.7369
H 2.5808 1.0553 0.3774
H 1.8580 -0.2125 1.5874
H 2.1216 -0.7941 -0.0225
H 0.3101 1.0163 -0.7358
H -0.2434 1.1815 2.1983
H -0.7263 2.5859 1.0529
H 1.0979 3.4550 1.7043
H -0.0487 -1.1418 1.5315
H 0.6265 -1.4146 -1.1389
H -0.2885 -2.6807 -0.3094
H -1.8722 -2.5100 -1.4620
H -1.0983 -1.7120 -2.8359
H -1.3322 0.4821 -1.4069
H -2.4666 -0.2190 -0.8098

Atoms 1-6, force components in eV/Å:
C -1.2 -2.1 0.9
C 0.6 -0.3 1.3
C -1.3 0.3 2.2
O 1.5 1.5 0.1
N 0.2 -0.1 -1.3
C 0.9 -1.8 -1.1

Values from the calculation:
multiplicity	1
E_LUMO	0.738	eV
total charge	0
HOMO-LUMO gap	9.7	eV
ΔE to the lowest compared entry with this formula, charge and spin	428.2	kJ/mol
structure (SMILES)	C[C@H](CO)NCCN
HOMO level	-0.32787	hartree
F_max	2.9	eV/A
calculated total energy	-383.5376	Ha

---

No. 2
Computed, not measured: C5H14N2O in the gas phase, with wB97M-V/def2-TZVPD.

CARTESIAN COORDINATES (ANGSTROEM)
N -0.9081 -3.2473 0.5031
C -0.3934 -2.2195 -0.4008
C 0.3088 -1.2312 0.4433
N -0.6355 -0.1337 0.9381
C 0.3201 0.9311 1.2642
C 0.9780 1.6035 0.0920
C -0.1941 2.3094 -0.7350
O 0.4954 2.1978 -1.9681
H -1.4864 -4.0665 0.2096
H -0.1866 -3.6358 1.1086
H 0.1000 -2.6439 -1.3179
H -1.3635 -1.6844 -0.8305
H 0.9109 -1.6246 1.2098
H 1.0110 -0.6862 -0.3720
H -1.1347 -0.3592 1.7391
H -0.2540 1.6925 1.8762
H 1.2169 0.6007 1.9477
H 1.9748 2.1090 0.3414
H 1.5505 0.8265 -0.4965
H -0.1927 3.4207 -0.3704
H -1.2136 1.8902 -0.6919
H -0.2071 1.8855 -2.6785

Atoms 1-6, force components in eV/Å:
N -0.6 -1.6 0.9
C -3.6 -1.2 -1.4
C -0.3 3.1 -3.5
N 3.8 -0.1 -2.6
C 1.0 1.0 3.2
C -0.2 -0.9 0.4

Values from the calculation:
multiplicity	1
E_LUMO	0.969	eV
total charge	0
HOMO-LUMO gap	9.8	eV
ΔE to the lowest compared entry with this formula, charge and spin	429.0	kJ/mol
structure (SMILES)	NCCNCCCO
HOMO level	-0.32313	hartree
F_max	5.7	eV/A
calculated total energy	-383.5373	Ha

---

No. 3
Computed, not measured: a 2-piece molecular cluster, C5H14N2O overall, with wB97M-V/def2-TZVPD.

CARTESIAN COORDINATES (ANGSTROEM)
C 1.5803 -1.2341 -0.6655
C 1.8969 0.2377 -0.6432
C 0.6448 1.1601 -0.6213
C -0.4137 0.7469 0.3957
N -1.7600 0.7527 -0.0400
C -0.1097 0.5076 1.6681
N -1.0666 0.3114 2.6979
H 2.5090 -1.8071 -0.7516
H 0.9887 -1.5059 -1.5444
H 1.0769 -1.6454 0.2080
H 2.4157 0.5670 -1.5466
H 2.5697 0.4970 0.1769
H 0.9303 2.1962 -0.4377
H 0.1929 1.1067 -1.6137
H -2.3705 1.3981 0.4312
H -1.8808 0.7674 -1.0364
H 0.8801 0.6778 2.0731
H -2.0146 0.2270 2.3599
H -0.8538 -0.5172 3.2384
O -1.7641 -1.3600 -1.8229
H -2.4323 -1.8235 -1.3116
H -1.0191 -1.2605 -1.2142

Atoms 1-6, force components in eV/Å:
C 0.5 -0.8 -0.5
C -0.5 1.3 0.1
C -0.1 -1.0 0.5
C 0.2 0.7 -0.3
N 0.1 -0.1 0.5
C -0.4 0.3 0.6

Values from the calculation:
multiplicity	1
E_LUMO	0.929	eV
total charge	0
HOMO-LUMO gap	8.5	eV
ΔE to the lowest compared entry with this formula, charge and spin	170.8	kJ/mol
structure (SMILES)	CCC/C(N)=C/N.O
HOMO level	-0.27738	hartree
F_max	1.4	eV/A
calculated total energy	-383.6357	Ha

---

No. 4
Computed, not measured: a 2-piece molecular cluster, C5H14N2O overall, with wB97M-V/def2-TZVPD.

CARTESIAN COORDINATES (ANGSTROEM)
C 1.7519 0.1490 1.5375
C -0.2567 0.1616 0.2785
C -1.0187 -0.9156 1.0085
N 1.4998 -0.2646 2.7997
H 1.3938 -1.2525 2.9721
H 0.9372 0.3232 3.3970
H 1.8973 1.2102 1.3972
H 2.3720 -0.5085 0.9438
H -0.4492 1.1608 0.6647
H 0.7414 -0.1210 -0.0782
H -0.7389 -1.9052 0.6419
H -0.8684 -0.8833 2.0933
H -2.0863 -0.7693 0.8469
C -0.0404 1.3696 -2.0985
C -0.9251 0.3019 -1.4321
N -0.6212 -1.0189 -2.0201
O -2.1517 0.6018 -1.2516
H -0.4843 -0.9317 -3.0216
H -1.4222 -1.6203 -1.8555
H 1.0128 1.0789 -2.1265
H -0.3864 1.5175 -3.1247
H -0.1567 2.3163 -1.5721

Atoms 1-6, force components in eV/Å:
C -0.1 0.1 0.0
C 0.2 -0.4 0.5
C 0.1 0.1 -0.1
N -0.1 -0.1 0.2
H 0.0 0.1 0.0
H 0.1 -0.1 -0.1

Values from the calculation:
multiplicity	1
E_LUMO (spin up / spin down)	0.302 / -0.385	eV
total charge	0
HOMO-LUMO gap (spin up / spin down)	7.9 / 6.4	eV
ΔE to the lowest compared entry with this formula, charge and spin	500.3	kJ/mol
HOMO level (spin up / spin down)	-0.28038 / -0.25040	hartree
F_max	1.4	eV/A
calculated total energy	-383.5102	Ha

---

No. 5
Computed, not measured: a 3-piece molecular cluster, C5H14N2O overall, with wB97M-V/def2-TZVPD.

CARTESIAN COORDINATES (ANGSTROEM)
C 2.3524 0.2699 -0.3399
C 0.0846 -1.0215 0.0536
C 0.2824 0.0014 0.9422
C -1.9225 -0.3940 1.5401
C -2.6834 0.5512 0.6592
N 1.8327 1.2227 -1.2982
N -0.2518 -0.8627 -1.2319
O 2.9579 -0.8012 -1.0226
H 2.2845 -1.2038 -1.5868
H 3.0831 0.6511 0.3776
H 0.2055 -2.0427 0.3946
H 2.5217 1.4806 -2.0093
H 1.5244 2.0734 -0.8411
H -0.3650 -1.6659 -1.8262
H -0.0098 0.0256 -1.6689
H 0.0856 1.0265 0.6758
H 0.6809 -0.2160 1.9161
H -1.7967 -0.0904 2.5767
H -2.2012 -1.4428 1.4559
H -2.3487 1.5851 0.7962
H -2.5478 0.3039 -0.4015
H -3.7687 0.5496 0.8386

Atoms 1-6, force components in eV/Å:
C 1.0 0.2 -1.0
C 0.5 0.3 1.1
C -0.1 -0.8 -0.6
C -0.9 0.1 0.4
C 0.0 0.1 -0.1
N 0.0 0.0 0.2

Values from the calculation:
multiplicity	1
E_LUMO (spin up / spin down)	0.844 / 0.846	eV
total charge	0
HOMO-LUMO gap (spin up / spin down)	6.5 / 7.0	eV
ΔE to the lowest compared entry with this formula, charge and spin	636.6	kJ/mol
HOMO level (spin up / spin down)	-0.20733 / -0.22456	hartree
F_max	1.4	eV/A
calculated total energy	-383.4582	Ha

---

No. 6
Computed, not measured: a 2-piece molecular cluster, C5H14N2O overall, with wB97M-V/def2-TZVPD.

CARTESIAN COORDINATES (ANGSTROEM)
N 1.1256 -2.4927 -0.8326
C 0.9935 -1.4223 0.0830
C 1.4999 -0.2035 -0.1268
C 0.8807 0.9668 0.6010
C -0.1180 1.7551 -0.2849
C -1.5311 1.1172 -0.5954
N -2.2199 1.8841 -1.7396
H 0.6240 -3.3818 -0.5620
H 2.0863 -2.5517 -1.2364
H 0.2581 -1.5792 0.8583
H 2.1436 -0.0397 -0.8689
H 1.6920 1.5634 1.1680
H 0.3832 0.8591 1.5279
H -0.0491 2.8091 -0.1345
H 0.3759 1.5719 -1.2176
H -2.1358 1.1116 0.3735
H -1.3195 0.1504 -1.1960
H -2.8906 1.3801 -2.3587
H -2.3251 2.8589 -1.5907
O -0.0770 -1.4510 2.4564
H -0.9258 -1.0402 2.2675
H 0.0098 -1.1228 3.2620

Atoms 1-6, force components in eV/Å:
N 0.6 -0.8 0.5
C -0.7 -0.3 -1.9
C -3.4 -1.1 4.0
C 1.2 1.6 1.3
C 0.8 -1.6 -1.5
C 0.0 0.6 -1.6

Values from the calculation:
multiplicity	1
E_LUMO	0.625	eV
total charge	0
HOMO-LUMO gap	8.2	eV
ΔE to the lowest compared entry with this formula, charge and spin	449.7	kJ/mol
structure (SMILES)	N/C=C/CCCN.O
HOMO level	-0.27724	hartree
F_max	6.7	eV/A
calculated total energy	-383.5294	Ha

---

No. 7
Computed, not measured: C5H14N2O in the gas phase, with wB97M-V/def2-TZVPD.

CARTESIAN COORDINATES (ANGSTROEM)
C -0.4990 -1.4888 -1.6773
C 0.2715 -0.6066 -0.6700
C 0.0423 0.9014 -0.8024
C 1.2126 1.7428 -0.3458
O 1.3826 2.8880 -1.1962
N 0.1140 -1.1677 0.6749
C -1.2322 -1.1134 1.2449
N -1.1958 -1.2224 2.6903
H 0.0431 -2.4153 -1.8348
H -1.4489 -1.7864 -1.2122
H -0.7785 -0.9990 -2.5965
H 1.3130 -0.7954 -0.9611
H -0.1164 1.0874 -1.8637
H -0.8613 1.1544 -0.2550
H 2.1316 1.1481 -0.5244
H 1.3815 1.9879 0.6860
H 1.2647 3.7064 -0.6973
H 0.7182 -0.6470 1.3032
H -1.8562 -0.3023 0.8562
H -1.7169 -2.0271 0.9119
H -1.2479 -2.2031 2.9427
H -0.3437 -0.8795 3.1121

Atoms 1-6, force components in eV/Å:
C -1.0 0.0 1.3
C 0.6 -0.7 -0.7
C -0.5 -0.5 0.4
C 2.0 -0.4 -1.4
O -0.3 0.4 0.4
N 0.3 0.6 0.1

Values from the calculation:
multiplicity	1
E_LUMO	0.842	eV
total charge	0
HOMO-LUMO gap	9.7	eV
ΔE to the lowest compared entry with this formula, charge and spin	222.6	kJ/mol
structure (SMILES)	C[C@@H](CCO)NCN
HOMO level	-0.32554	hartree
F_max	2.5	eV/A
calculated total energy	-383.6159	Ha

---

No. 8
Computed, not measured: a 2-piece molecular cluster, C5H14N2O overall, with wB97M-V/def2-TZVPD.

CARTESIAN COORDINATES (ANGSTROEM)
C -1.4763 -1.1987 0.1520
C -0.5841 -0.1806 -0.5042
C -1.5492 0.2627 0.4714
C 2.0648 -1.2941 0.2355
C 1.5154 0.1175 0.0483
N -2.9042 0.7652 -0.0233
N 1.9334 1.1815 -0.8923
O 1.4540 0.7238 1.2810
H -2.2396 -1.6380 -0.4018
H -1.0496 -1.9296 0.8663
H -0.6264 -0.0883 -1.5939
H -1.3562 0.7345 1.3376
H 1.9853 -1.8816 -0.6746
H 3.0702 -1.3328 0.3670
H 1.6321 -1.6496 1.0541
H -3.1229 0.1758 -0.8092
H -3.0078 1.7422 -0.1241
H -3.7042 0.6651 0.5927
H 1.5617 2.1049 -0.4612
H 2.8597 1.1158 -1.0867
H 1.6140 1.1483 -1.8971
H 1.9298 0.4559 2.0627

Atoms 1-6, force components in eV/Å:
C 3.1 -0.1 2.2
C 3.5 -0.2 -0.9
C -3.1 -1.1 -2.2
C -0.2 2.3 -5.6
C -3.9 -1.9 2.7
N 0.2 -0.7 0.7

Values from the calculation:
multiplicity	1
E_LUMO	-7.149	eV
total charge	+2
HOMO-LUMO gap	10.4	eV
ΔE to the lowest compared entry with this formula, charge and spin	414.7	kJ/mol
HOMO level	-0.64576	hartree
F_max	6.0	eV/A
calculated total energy	-382.8810	Ha